No. 1
Computed, not measured: an isolated ion of composition C4H9N2 and charge +1 in a non-equilibrium geometry, with ωB97M-V/def2-TZVPD.

Cartesian coordinates (Å):
1 C -1.5934 0.5143 -0.0244
2 C 1.8372 0.4876 0.2645
3 C -0.5211 -0.4675 0.4583
4 C 0.7538 -0.4205 -0.3476
5 N -3.9468 -0.1689 -0.0105
6 N -2.8420 0.1009 -0.1464
7 H -1.3759 1.4224 -0.4592
8 H 2.9309 0.2038 -0.0662
9 H 1.8024 0.3411 1.3517
10 H 1.7764 1.5992 0.1300
11 H -0.1754 -0.1923 1.5008
12 H -0.7929 -1.5556 0.5754
13 H 0.4608 -0.3120 -1.3767
14 H 1.2065 -1.3160 -0.4046
15 H -4.4923 -0.5339 -0.8602

Summary:
Total charge: +1
Highest occupied orbital energy (eV): -15.50
Kohn-Sham gap (eV): 9.78
SMILES string: CCCC=[N+]=N

No. 2
Computed, not measured: C40H46FN3O3S2Zr as an isolated structure in a non-equilibrium geometry, with ωB97M-V/def2-TZVPD.

Cartesian coordinates (Å):
1 Zr 1.0717 -0.5463 -1.0479
2 S -1.6522 -0.2884 -0.4374
3 C -2.0296 0.8418 0.7503
4 N -3.2549 1.3054 0.9299
5 C -3.4876 2.3037 1.9554
6 C -2.6667 1.9475 3.1829
7 N -1.2659 1.8434 2.8107
8 C -0.2780 2.3191 3.7702
9 C -0.6964 2.0322 5.1907
10 C -0.6828 0.7210 5.6537
11 C -1.0683 0.4320 6.9509
12 C -1.4681 1.4531 7.7977
13 C -1.4712 2.7629 7.3480
14 C -1.0874 3.0530 6.0482
15 C -0.9468 1.3215 1.6403
16 S 0.6469 1.1754 1.1173
17 C -4.4009 0.8569 0.1631
18 C -5.4912 0.3327 1.0702
19 C -6.7610 0.8942 1.0436
20 C -7.7679 0.3779 1.8412
21 C -7.5098 -0.6887 2.6851
22 C -6.2395 -1.2392 2.7289
23 C -5.2338 -0.7330 1.9263
24 H -4.5506 2.3052 2.2004
25 H -3.2123 3.2967 1.5771
26 H -3.0143 0.9971 3.6062
27 H -2.7667 2.7107 3.9539
28 H -0.1416 3.3960 3.6233
29 H 0.6717 1.8257 3.5504
30 H -0.3529 -0.0720 4.9974
31 H -1.0500 -0.5879 7.3022
32 H -1.7690 1.2288 8.8092
33 H -1.7713 3.5620 8.0074
34 H -1.0760 4.0803 5.7124
35 H -4.0711 0.0717 -0.5198
36 H -4.7797 1.6974 -0.4257
37 H -6.9726 1.7208 0.3806
38 H -8.7539 0.8123 1.8018
39 H -8.2966 -1.0948 3.3000
40 H -6.0334 -2.0675 3.3871
41 H -4.2492 -1.1799 1.9497
42 C 0.7468 -4.5822 -0.6011
43 C 0.0125 -3.2783 -0.2993
44 C -1.1249 -3.5154 0.6879
45 O 0.9447 -2.2751 0.2426
46 C -0.5386 -2.7080 -1.6506
47 O -1.5687 -3.1185 -2.1046
48 O 0.2309 -1.8070 -2.1915
49 H 1.1163 -5.0333 0.3212
50 H 1.5766 -4.4311 -1.2899
51 H 0.0485 -5.2744 -1.0671
52 H -0.8025 -4.1547 1.5075
53 H -1.9364 -3.9991 0.1501
54 H -1.5006 -2.5750 1.0963
55 H 1.4854 -2.7287 0.9180
56 C 0.0015 1.6065 -2.5489
57 C 0.9191 1.9117 -3.7499
58 C 1.9815 2.9545 -3.3768
59 C 1.4955 0.6455 -4.3610
60 C 1.2083 0.3584 -5.6874
61 C 1.7238 -0.7728 -6.2943
62 C 2.5204 -1.6360 -5.5699
63 C 2.8169 -1.4061 -4.2284
64 C 3.7096 -2.4319 -3.5540
65 C 3.5056 -2.6365 -2.0416
66 C 5.1783 -2.1126 -3.8601
67 C 2.3111 -0.2392 -3.6304
68 N 2.5288 0.0317 -2.2554
69 C 3.7110 0.4960 -1.7668
70 C 4.7137 1.1504 -2.5033
71 C 5.8429 1.6266 -1.8685
72 C 6.0239 1.4726 -0.4986
73 C 5.0660 0.8130 0.2629
74 C 3.9558 0.3494 -0.3957
75 F 2.9128 -0.4197 0.2888
76 H -0.6723 2.4508 -2.3782
77 H 0.6087 1.4761 -1.6168
78 H -0.6080 0.7150 -2.7757
79 H 0.2878 2.3645 -4.5228
80 H 2.5671 2.6610 -2.5041
81 H 1.5029 3.9090 -3.1624
82 H 2.6583 3.1035 -4.2145
83 H 0.5763 1.0239 -6.2545
84 H 1.4972 -0.9851 -7.3259
85 H 2.9195 -2.5152 -6.0525
86 H 3.4813 -3.3862 -4.0402
87 H 4.1595 -1.9789 -1.4668
88 H 3.7830 -3.6607 -1.7861
89 H 2.4504 -2.4610 -1.7784
90 H 5.4796 -1.1827 -3.3822
91 H 5.3310 -2.0154 -4.9323
92 H 5.8193 -2.9141 -3.4995
93 H 4.5683 1.2816 -3.5646
94 H 6.5959 2.1324 -2.4531
95 H 6.9129 1.8545 -0.0252
96 H 5.1955 0.6653 1.3228

Summary:
Total charge: +2
Highest occupied orbital energy (eV): -13.22
Kohn-Sham gap (eV): 6.39

No. 3
Computed, not measured: one molecule with the formula C17H29N5O7, with ωB97M-V/def2-TZVPD.

Cartesian coordinates (Å):
1 C 6.4065 3.3116 2.1217
2 O 5.7110 2.0876 2.0621
3 C 5.9116 1.4240 0.8384
4 C 5.0177 0.2165 0.7842
5 O 3.6570 0.6388 0.7485
6 C 2.7694 -0.4522 0.5168
7 C 2.5343 -0.6538 -0.9816
8 O 2.6557 -1.7481 -1.5097
9 N 2.2105 0.4851 -1.6146
10 C 2.1669 0.6410 -3.0436
11 C 3.5199 1.0315 -3.6705
12 O 4.4650 -0.0186 -3.6265
13 C 4.1118 -1.2076 -4.3166
14 C 3.2658 1.6059 -5.0736
15 C 2.8936 3.0597 -4.8028
16 N 3.6852 3.3912 -3.6144
17 C 3.8494 4.6652 -3.2433
18 O 3.2668 5.5776 -3.8406
19 C 4.8378 4.9768 -2.1266
20 C 4.4981 6.2858 -1.4163
21 C 3.5052 6.1070 -0.2607
22 N 2.5061 5.0851 -0.5251
23 C 2.4997 3.8171 -0.0437
24 O 3.3929 3.4396 0.8659
25 N 1.5695 3.1016 -0.5962
26 N 0.9220 3.9188 -1.5241
27 C 1.4923 5.0763 -1.4627
28 O 1.1936 6.1715 -2.1677
29 C 4.1995 2.2009 -2.9449
30 H 6.1933 3.7622 3.0881
31 H 7.4879 3.1593 2.0252
32 H 6.0714 3.9899 1.3280
33 H 5.6803 2.0943 -0.0026
34 H 6.9566 1.1026 0.7325
35 H 5.2505 -0.3633 -0.1164
36 H 5.1799 -0.4127 1.6650
37 H 3.1654 -1.3783 0.9336
38 H 1.8257 -0.2114 1.0091
39 H 1.9935 1.3184 -1.0669
40 H 1.8147 -0.2812 -3.5073
41 H 1.4376 1.4223 -3.2648
42 H 5.0192 -1.8048 -4.3754
43 H 3.3539 -1.7736 -3.7740
44 H 3.7710 -0.9922 -5.3343
45 H 4.1925 1.5454 -5.6482
46 H 2.4824 1.0787 -5.6179
47 H 3.1480 3.7355 -5.6169
48 H 1.8297 3.1886 -4.5877
49 H 4.9222 4.1473 -1.4222
50 H 5.8106 5.0645 -2.6193
51 H 5.4039 6.7352 -1.0067
52 H 4.1014 6.9809 -2.1548
53 H 4.0234 5.7836 0.6408
54 H 2.9974 7.0446 -0.0393
55 H 3.3650 2.4636 0.9772
56 H 1.7939 6.1897 -2.9443
57 H 3.9663 2.2016 -1.8800
58 H 5.2792 2.0955 -3.0750

Summary:
Total charge: 0
Highest occupied orbital energy (eV): -9.04
Kohn-Sham gap (eV): 9.58
SMILES string: COCCOCC(=O)NC[C@@]1(OC)CCN(C(=O)CCCn2c(O)nnc2O)C1

No. 4
Computed, not measured: C2HEuO3 as an isolated structure in a non-equilibrium geometry, with ωB97M-V/def2-TZVPD.

Cartesian coordinates (Å):
1 C -1.1767 1.2687 0.0072
2 O -0.0328 0.6882 -0.1107
3 C 0.1235 -0.8922 0.0049
4 O -0.9015 -1.4898 0.1211
5 O 1.3399 -1.0559 0.1583
6 Eu 2.5893 0.9659 0.1341
7 H -1.9417 0.5152 -0.3150

Summary:
Multiplicity: 9
Total charge: 0
Expectation value of S²: 20.008
Highest occupied orbital energy (spin up / spin down) (eV): -5.85 / -8.43
Kohn-Sham gap (spin up / spin down) (eV): 5.64 / 8.12

No. 5
Computed, not measured: an isolated ion of composition C8H15N4 and charge +1 in a non-equilibrium geometry, with ωB97M-V/def2-TZVPD.

Cartesian coordinates (Å):
1 C 3.1402 -0.3876 1.0176
2 C 1.9866 0.4116 0.7351
3 C 1.3315 -0.3836 -0.1336
4 C 1.3913 1.5913 1.3583
5 C 0.1112 2.0898 0.7033
6 C -1.1265 1.0753 0.6426
7 C -1.1203 0.0506 -0.4585
8 C -1.5834 -1.3256 -0.0456
9 N 3.1501 -1.5375 0.2742
10 N 1.9684 -1.5810 -0.2394
11 N -1.3958 0.4542 -1.8766
12 N -1.8616 -2.1947 -1.2550
13 H 3.8805 -0.1296 1.6431
14 H 1.1230 1.2610 2.4015
15 H 2.1592 2.4894 1.4129
16 H -0.2456 2.9750 1.0951
17 H 0.3062 2.3097 -0.3480
18 H -1.1328 0.2852 1.5559
19 H -2.0192 1.6363 0.5909
20 H -2.4795 -1.2889 0.6041
21 H -0.8820 -1.7775 0.5314
22 H 1.8208 -1.9931 -1.1716
23 H -0.7660 1.2007 -2.2675
24 H -2.3827 0.6290 -1.9833
25 H -2.8127 -2.3517 -1.3785
26 H -1.4329 -3.0619 -1.1781
27 H -1.1278 -0.4463 -2.2304

Summary:
Total charge: +1
Highest occupied orbital energy (spin up / spin down) (eV): -12.42 / -12.29
Kohn-Sham gap (spin up / spin down) (eV): 8.07 / 7.82

No. 6
Computed, not measured: C5H7F2N2O3W as an isolated structure, with ωB97M-V/def2-TZVPD.

Cartesian coordinates (Å):
1 W 0.0074 -0.0822 0.4629
2 N 1.8174 0.3830 -0.5118
3 C 1.4750 1.7947 -1.0007
4 C 0.0906 1.7823 -1.6456
5 O -0.1980 2.2097 -2.6972
6 N -0.9463 1.0544 -0.7997
7 C -2.3022 1.1582 -1.3621
8 C -2.6909 0.0371 -2.2582
9 O -3.0103 -0.7789 -2.9331
10 O -0.4338 -1.6466 0.1974
11 H 2.0529 -0.2304 -1.3040
12 H 2.6686 0.4271 0.0676
13 H 1.4551 2.4692 -0.1356
14 H 2.2441 2.1602 -1.6843
15 H -3.0784 1.2363 -0.5925
16 H -2.3624 2.0501 -2.0080
17 F 0.6834 -1.1503 2.7725
18 C 0.0204 -0.0376 2.5840
19 F 1.0243 0.9099 2.1314
20 H -0.5991 0.3408 3.4011

Summary:
Total charge: +3
Highest occupied orbital energy (eV): -23.65
Kohn-Sham gap (eV): 8.35